112
Properties=species:S:1:pos:R:3:lowdin_charge:R:1 method="wB97M-V/def2-TZVPD" e_tot_ev=-113111.8949 multiplicity=1 total_charge=0 homo_lumo_gap_ev=8.38 fmax_ev_per_a=9.7 e_homo_ev=-8.98 smiles="O=S1(=O)OCCO1.O=S1(=O)OCCO1.O=S1(=O)OCCO1.C1CCOC1.C1CCOC1.C1CCOC1.NC(N)=O.NC(N)=O.NC(N)=O.NC(N)=O.NC(N)=O"
H -24.1014 2.2671 -1.8145 0.092
H -19.9246 4.2050 -3.9463 0.061
N -27.1444 4.3682 -4.7531 0.197
C -26.1491 1.7457 -1.3565 -0.188
H -21.1552 8.5034 -3.4749 0.070
C -22.7562 9.6138 -1.1591 -0.150
H -20.4025 4.1445 2.1053 0.119
H -22.7757 4.4211 -5.8106 0.079
H -27.5147 5.0462 -1.8022 0.137
C -20.9871 7.5297 -7.0919 -0.244
O -20.9933 7.3430 -5.7298 -0.198
N -23.3353 4.8635 -6.5256 0.210
C -25.7165 9.3213 -8.2305 -0.158
H -26.6020 11.0220 -7.2103 0.114
H -26.5525 2.5831 -0.7872 0.134
H -25.2242 10.1214 -8.7831 0.105
O -23.1417 2.9288 2.4215 -0.218
H -25.3373 2.6160 -6.1964 0.112
H -26.0311 8.5778 -8.9629 0.117
H -20.0763 9.6353 -3.0625 0.109
O -26.3713 6.1082 -3.5045 0.060
H -24.5354 5.9992 -2.4978 0.088
O -25.0643 0.9067 -3.1346 -0.222
H -26.5766 4.4253 -5.5865 0.065
O -21.8979 2.6586 -4.7970 0.101
C -21.2949 9.2079 -1.3143 -0.147
H -22.8827 9.8241 -4.1083 0.099
S -23.1543 2.8572 0.9337 0.751
H -20.0092 4.9858 -2.0795 0.051
C -22.2221 10.2578 -3.3576 -0.185
H -18.5629 5.5625 -6.8008 0.110
H -18.4972 3.2735 -4.3611 0.130
C -26.9770 5.1085 -3.6612 -0.809
H -24.2424 8.0992 -7.1874 0.079
C -19.6477 5.5810 -6.6962 -0.138
O -26.7589 -0.7924 -3.9947 -0.223
H -20.0646 4.5807 -6.5795 0.102
H -23.9396 7.0749 -3.9105 0.101
N -27.5788 4.5722 -2.6918 0.180
H -22.1468 -0.4714 0.4668 0.139
O -27.1251 1.0982 -2.1832 -0.200
H -18.8460 4.6984 -0.7421 0.119
H -26.3885 7.2456 -6.5069 0.110
H -22.1595 0.3021 2.0329 0.132
O -27.1660 9.2018 -6.4028 -0.158
H -25.8776 8.2263 -5.0757 0.101
C -26.8905 10.0304 -7.5590 -0.202
H -19.6485 6.6260 -8.5506 0.111
O -23.3942 1.2803 0.5756 -0.224
N -24.5393 3.1751 -5.9305 0.198
N -21.5967 1.8524 -2.7875 0.213
H -22.3457 6.9379 -4.6797 0.062
H -21.6998 0.9824 -2.2850 0.098
N -23.6835 5.4859 -2.3220 0.227
C -19.7776 6.5523 -5.4844 -0.134
C -24.4855 4.2961 -6.5798 -0.811
O -21.6249 2.7233 0.3577 -0.250
C -22.0009 1.8283 -4.0118 -0.877
O -21.6207 5.5054 3.1156 -0.188
H -25.2701 2.9938 -2.8716 0.113
N -23.0314 6.6421 -3.9996 0.205
H -24.4615 9.6282 -6.3841 0.112
H -22.2728 0.2987 -5.2861 0.147
H -20.2021 6.2482 0.3552 0.130
C -25.0710 2.0983 -2.2830 -0.194
H -27.7273 10.0735 -8.2562 0.114
H -20.8347 0.9320 -0.5346 0.109
H -20.9782 8.1958 -1.0626 0.094
H -20.4755 8.4516 -7.3683 0.122
H -19.9272 6.1213 -4.4944 0.078
H -22.3771 -0.0554 -3.6260 0.122
S -22.5987 6.7488 2.6186 0.723
N -19.2980 4.4447 -1.6090 0.183
H -23.7697 2.8888 -5.3425 0.071
H -19.6263 5.6558 2.5168 0.134
H -18.9849 7.2763 -5.2961 0.126
C -18.6852 3.6728 -2.4333 -0.848
H -28.1758 3.7764 -2.8656 0.121
H -20.2969 1.2523 1.1786 0.140
H -20.5648 9.9472 -0.9850 0.117
C -26.1003 8.2317 -6.1427 -0.170
N -22.2120 0.6416 -4.3380 0.197
H -21.1781 5.7075 -8.2451 0.103
H -22.0259 7.7344 -7.3508 0.100
C -22.2513 0.4931 0.9637 -0.164
H -23.2263 5.8586 -6.6597 0.095
C -20.5735 5.2165 2.2037 -0.164
H -23.4342 8.7918 -1.3888 0.111
C -21.1004 1.3272 0.4459 -0.108
O -17.7370 3.0348 -2.0974 0.043
C -21.0441 5.8215 0.9003 -0.245
O -27.0243 1.4997 -4.7284 -0.248
O -21.5289 5.5047 -2.8600 0.016
H -27.7085 3.5316 -4.7088 0.078
O -22.4136 8.0204 3.2803 -0.229
H -21.0839 2.6183 -2.3746 0.098
H -21.6512 5.1221 0.3255 0.099
O -25.3722 4.7466 -7.2619 0.038
C -22.6720 5.8456 -3.0034 -0.746
H -21.7432 11.0950 -3.8652 0.113
C -20.3849 6.3150 -7.8096 -0.142
H -23.6564 4.7988 -1.5822 0.078
C -24.9854 8.8626 -6.9564 -0.176
O -24.0849 3.6604 0.1135 -0.239
C -21.1020 9.3659 -2.8106 -0.193
O -22.9251 10.6757 -2.1702 -0.143
N -19.0486 3.7778 -3.6815 0.191
H -25.7312 1.0037 -0.6762 0.127
H -22.9986 10.0353 -0.1835 0.120
O -23.9956 6.2493 2.5788 -0.258
S -26.6061 0.6140 -3.6776 0.724
O -21.9424 6.7973 1.1553 -0.185

***

97
Properties=species:S:1:pos:R:3:lowdin_charge:R:1 method="wB97M-V/def2-TZVPD" de_lowest_kcal_mol=19.3 e_tot_ev=-80991.6879 multiplicity=1 total_charge=0 homo_lumo_gap_ev=9.13 fmax_ev_per_a=2.5 e_homo_ev=-8.71
H 21.0297 -11.3449 16.4011 0.086
N 33.2195 -9.3910 23.5035 -0.047
H 19.4952 -13.9260 20.7702 0.069
H 32.4666 -9.4426 24.1861 0.103
H 19.9917 -13.6261 19.2243 0.067
C 22.8377 -8.7656 23.1427 -0.201
H 24.5399 -13.2799 20.9928 0.105
H 31.5998 -6.7789 27.0294 0.086
H 23.6091 -7.5355 21.4968 0.115
H 27.9282 -5.9597 19.6250 0.099
O 25.8616 -7.5849 17.6958 -0.022
H 22.3212 -11.9541 22.2288 0.051
C 33.8254 -7.2318 24.6965 -0.252
H 28.4074 -11.9440 18.4392 0.091
H 33.4156 -6.5343 23.9572 0.113
H 22.3400 -10.5303 17.2410 0.077
H 28.7022 -6.3408 21.2114 0.095
C 27.6091 -11.8272 24.8271 -0.104
H 20.2577 -11.7420 20.8059 0.136
H 27.2693 -12.4888 25.6290 0.095
H 25.5626 -13.2722 23.7151 0.116
H 21.2824 -10.1777 24.7029 0.099
C 21.7498 -11.4492 17.2099 -0.095
H 22.5661 -11.2736 19.7440 0.105
H 33.1520 -5.9352 26.8943 0.087
C 25.3540 -11.3006 24.4849 -0.222
H 25.5266 -8.8047 23.4814 0.124
H 22.7338 -8.9568 21.0189 0.122
O 24.4109 -6.8344 19.1030 -0.031
H 22.7603 -9.8177 25.6502 0.103
O 26.8730 -9.5734 19.5421 -0.305
H 27.3375 -5.2479 21.1029 0.097
O 32.9002 -7.6044 25.6808 -0.177
N 25.5926 -11.9029 22.0990 -0.023
C 20.9845 -12.5442 20.6115 -0.433
C 32.5863 -8.8499 22.3092 -0.230
C 29.0952 -9.9780 22.3672 -0.094
C 22.3607 -10.3594 24.7895 -0.097
O 30.3136 -9.3884 22.7755 -0.182
H 24.0101 -12.6085 23.3642 0.096
C 25.5937 -13.0302 21.1593 -0.176
C 26.3561 -7.3382 22.1123 -0.198
C 26.3538 -12.7347 19.8895 -0.220
C 34.2756 -8.5162 23.9899 -0.213
H 28.4098 -9.9213 23.2107 0.066
C 25.8267 -8.7112 22.4311 -0.173
H 28.4195 -13.6582 18.7513 0.083
H 26.6266 -9.4459 22.3525 0.082
H 24.6663 -10.4599 24.3800 0.077
H 22.4840 -12.9434 19.2026 0.130
C 28.5919 -12.6853 19.2265 -0.105
H 22.4084 -12.3012 17.0187 0.091
N 24.7684 -9.2456 21.5470 -0.072
H 25.4861 -5.6794 16.5710 0.132
V 25.4310 -8.8751 19.4671 0.908
C 25.0666 -12.3362 23.4032 -0.189
H 26.0191 -13.9502 21.5893 0.124
H 31.9020 -5.7835 25.6266 0.087
H 24.6298 -10.1980 21.9046 0.085
H 34.9722 -8.2991 23.1767 0.117
H 32.2485 -7.8025 22.3862 0.117
H 28.5354 -11.3326 25.1113 0.094
N 20.3039 -13.7815 20.1782 0.043
H 31.5622 -10.6914 21.8401 0.127
C 21.6983 -12.8029 21.9177 -0.073
O 26.8677 -7.2454 20.7978 -0.242
H 25.1028 -11.7629 25.4474 0.129
C 27.7641 -6.1662 20.6794 -0.072
H 27.1421 -7.1938 22.8663 0.138
C 21.8696 -12.0702 19.4698 -0.227
H 21.0506 -13.0758 22.7491 0.081
H 31.1521 -9.2660 20.8326 0.126
H 26.2853 -13.6347 19.2624 0.124
C 23.4521 -8.5862 21.7521 -0.144
H 28.6878 -9.4256 21.5098 0.085
O 21.0373 -11.6953 18.4046 -0.183
H 22.4160 -11.4368 24.9539 0.094
O 24.5211 -9.9207 18.7780 -0.300
H 23.2744 -8.0045 23.8078 0.129
C 32.3789 -6.4672 26.3354 -0.110
O 27.6877 -12.4712 20.2880 -0.203
H 29.2221 -11.0259 22.0655 0.093
C 25.0521 -6.6872 18.0364 -0.770
H 34.8806 -9.0801 24.7075 0.113
H 25.6310 -6.5389 22.3125 0.134
C 31.3558 -9.6125 21.8531 -0.236
H 29.6321 -12.6202 19.5321 0.083
H 26.5568 -11.6612 22.3227 0.092
H 34.7587 -6.7893 25.0670 0.123
H 21.7714 -8.5205 23.0969 0.131
H 27.8508 -12.4985 23.9917 0.091
O 23.0685 -10.0614 23.6146 -0.263
O 24.8268 -5.5887 17.2877 0.134
O 26.6820 -10.8283 24.4540 -0.208
H 25.9237 -11.9272 19.2979 0.097
H 22.4625 -13.5832 21.8180 0.071
H 33.3035 -8.8634 21.4803 0.120

***

101
Properties=species:S:1:pos:R:3:lowdin_charge:R:1 method="wB97M-V/def2-TZVPD" e_tot_ev=-135755.3134 multiplicity=1 total_charge=-1 homo_lumo_gap_ev=3.76 fmax_ev_per_a=9.8 e_homo_ev=-4.83
H 1.5257 -3.8638 -8.5205 0.076
H 1.6967 1.7928 -3.1332 0.083
H 6.6107 4.2436 0.7412 0.071
H 0.5072 -0.1405 -4.2414 0.107
P 5.1182 3.3456 4.0753 0.768
C -6.4210 -4.4408 -3.0551 -0.082
H 3.8780 5.9875 2.0521 0.122
O 1.9081 -0.3115 -5.7532 -0.255
H -3.0448 3.2295 4.5881 0.093
C -6.4547 -0.6463 1.1010 -0.084
O -4.0534 -0.8197 -0.8928 -0.195
O -4.4944 -3.9921 -1.5926 -0.272
H 6.3843 6.0847 2.3606 0.070
O -4.9472 -2.0091 -2.6962 -0.258
C 2.8007 -3.8348 -6.7776 -0.304
Ga -3.2971 -1.1443 4.3332 0.280
H 2.4536 -0.1213 5.0783 0.086
P 2.7090 -1.6685 -5.2513 0.774
C 2.2170 1.1121 -3.8131 -0.080
H 3.6804 5.8067 3.7956 0.108
H -4.5918 -1.7331 1.3545 0.073
H 2.7299 0.3527 -3.2150 0.072
O -1.9679 -0.1482 5.2990 -0.364
C 5.6815 6.3276 3.1632 -0.086
H -0.3119 2.0113 6.8635 0.105
H 4.5170 -1.2254 -7.6389 0.110
H -6.4333 -4.4006 -0.8881 0.113
H -4.2603 -2.6043 7.9776 0.077
H -5.5398 -5.7126 -1.6013 0.115
O 1.4064 -2.4419 -4.9313 -0.202
H -1.5833 4.5524 4.5677 0.071
C -5.7530 -4.6436 -1.7088 -0.293
H 2.6272 0.1600 3.3307 0.082
C -3.0826 -2.5351 -4.1566 -0.084
H -2.5018 1.1052 3.6514 0.051
H -3.6335 -0.5811 -3.4122 0.105
O 6.5805 3.1840 3.1652 -0.275
C 4.2969 0.8616 4.5071 -0.302
P -4.2617 -2.3180 -1.2233 0.778
C -5.1274 -1.1909 6.4025 -0.361
H -5.0538 -0.0621 6.0553 0.095
H -7.2350 -5.1594 -3.1889 0.075
H -6.8560 -3.4403 -3.1354 0.072
O 4.5436 4.2172 2.7928 -0.252
H -6.4129 -0.2146 2.1043 0.061
C -4.3021 -1.4259 7.8384 -0.130
O 4.1645 -0.8043 -5.6089 -0.270
H -5.7063 -4.5623 -3.8741 0.069
O -1.1953 2.2111 6.4247 -0.112
C 1.2393 0.4698 -4.7771 -0.295
H 6.1492 6.0229 4.1044 0.069
C 6.2553 3.2092 0.7268 -0.077
H 0.6872 1.2505 -5.3111 0.122
O -4.4849 -2.1287 5.4393 -0.413
C 1.5198 -4.2333 -7.4904 -0.077
C 4.3601 5.6130 2.9614 -0.297
H -7.4985 -0.8624 0.8533 0.069
H -4.8435 -0.9332 8.7520 0.056
H -2.5020 -2.2207 3.4175 -0.073
H -6.2544 -1.4985 6.5456 0.097
H -1.8676 3.2750 3.1038 0.087
C -1.0076 2.2723 4.9616 -0.351
H 4.4780 1.2449 -8.2781 0.078
C -1.9403 3.4769 4.2715 -0.088
H 3.6668 -4.1988 -7.3411 0.115
H 4.8717 -0.0545 4.3325 0.115
H 2.2247 1.5006 4.3878 0.053
H 5.5340 7.4112 3.1866 0.078
O 4.7137 1.8241 3.5479 -0.267
C -1.5231 0.8677 4.2917 -0.299
H 5.1633 3.2307 0.6649 0.075
C -4.1146 -1.5102 -3.7298 -0.302
H -2.3770 -2.7384 -3.3453 0.072
H 0.6415 -3.7936 -7.0072 0.072
H 2.9069 0.6584 -7.7398 0.073
H 4.5158 1.1944 5.5264 0.102
H -3.5589 -3.4856 -4.4153 0.070
H 3.9016 1.6188 -6.6377 0.073
H -6.1133 0.1048 0.3816 0.070
H -3.2178 -1.0113 7.6343 0.074
H 1.4032 -5.3199 -7.5066 0.075
H 6.2661 1.4587 2.0047 0.112
H -4.7630 -1.2698 -4.5791 0.118
H 2.8538 -4.2758 -5.7774 0.104
O 2.8841 -2.4170 -6.7229 -0.270
H 2.9870 1.6723 -4.3520 0.070
H 0.1336 2.4060 4.6553 0.123
C 6.7218 2.4512 1.9547 -0.293
H -0.7371 0.4519 3.5309 0.110
O -5.6477 -2.4062 -0.3134 -0.270
H 5.6680 -0.2159 -6.8116 0.116
H -2.5185 -2.1764 -5.0223 0.075
C 2.8153 0.5812 4.3230 -0.068
H -6.0455 -2.6813 1.6705 0.123
C -5.6180 -1.9115 1.0187 -0.299
H 7.7967 2.2713 1.8457 0.115
H -4.2002 -0.2315 3.3656 -0.035
O 3.8094 3.4901 4.8899 -0.196
C 3.9338 0.8500 -7.4150 -0.077
H 6.6216 2.7240 -0.1828 0.078
C 4.5955 -0.4167 -6.9074 -0.293

***

115
Properties=species:S:1:pos:R:3:lowdin_spin:R:1 method="wB97M-V/def2-TZVPD" e_tot_ev=-163761.5588 multiplicity=3 total_charge=-1 homo_lumo_gap_ev="8.55 / 7.22" fmax_ev_per_a=5.6 e_homo_ev="-6.59 / -6.44" s_squared=2.01
O -2.9538 6.9027 -5.7257 0.000
H 0.0527 -2.5598 1.8693 0.000
H 5.2561 -4.2587 -1.4312 0.000
H -6.1424 -1.0817 -0.7318 0.000
C 2.9204 -1.5066 1.8722 -0.001
H 3.5597 2.2782 5.8640 0.000
O -3.0935 -0.3056 -4.6266 0.000
C -0.3897 -1.5995 2.1054 0.017
H -3.4800 3.4105 -4.9909 0.000
H 2.4717 -0.2635 5.7880 0.000
C 3.6046 3.8431 4.3869 0.000
H -5.3182 0.6823 3.6477 0.000
H 0.8273 -0.8504 6.2887 0.000
H -0.8537 -4.7514 -1.7202 0.000
S -2.8697 2.9322 1.3680 0.000
H 2.6454 -1.5781 0.8119 0.000
H 4.1611 -2.2316 -0.4617 0.001
H -4.1241 0.0054 4.6974 0.000
H -0.9242 -7.6481 -1.0403 0.000
Cl 1.6892 -1.6517 -1.6916 0.135
O 1.5211 1.7463 7.2330 0.000
H -0.5995 3.7315 -7.0147 0.000
H -2.1166 -2.6543 1.6633 0.003
O -3.0931 2.8258 -0.0775 0.000
O 1.2758 -5.1701 1.1133 0.000
H 4.9513 -4.6577 0.2082 0.000
O 0.3342 -0.4405 1.7140 0.228
H -2.7848 -7.9284 1.4904 0.000
H -1.4817 2.9349 -5.7480 0.000
C 5.1775 -2.5619 -0.0924 0.000
H 2.0137 2.4289 -3.0641 0.000
H -3.5508 2.2446 3.9362 0.000
H -2.5340 -0.8829 1.8277 0.001
H -1.3994 -0.8075 -2.6729 0.006
O -4.3770 -1.2410 -2.7898 0.000
C -1.1310 2.7892 1.8669 0.000
O 0.5279 2.2361 -0.9622 0.008
H -2.3778 -6.6998 -0.7929 0.000
O -0.8437 -6.4092 0.5491 0.000
O 5.2507 -2.4092 1.4135 0.000
H -1.8980 -2.5294 -2.2605 0.000
S 0.9776 1.3472 5.9275 0.000
O -3.4610 4.0149 2.1533 0.000
C -2.2497 -8.3684 0.6476 0.000
O 5.0702 -0.9765 3.3436 0.000
H -3.5513 4.7808 -3.7942 0.000
H -1.0991 -2.0740 -3.8653 0.000
H 3.5198 1.8098 4.0993 0.000
H -5.0599 0.6282 -2.1942 0.000
H 6.6018 -4.1148 -0.3066 0.000
H 3.8788 2.5825 -4.3670 0.000
Pd 0.0595 -0.4669 -0.3462 1.343
H -4.6739 4.6806 -5.1862 0.000
O 2.5229 3.4469 -1.4133 0.000
S 0.5509 -5.7461 0.0068 0.000
C 5.5654 -3.9681 -0.4052 0.000
C 0.5587 3.7105 -5.1373 0.000
C -0.7607 3.7345 -5.9470 0.000
H 3.1234 2.8710 1.3098 0.000
O -3.7590 -2.6132 -4.6625 0.001
S -2.7723 5.4751 -6.0002 0.000
H 3.2833 1.6571 -2.1554 0.000
H 3.3961 4.6568 5.0742 0.000
H -1.2466 2.8188 2.9741 0.000
H -0.2720 -3.5633 -0.4504 -0.001
C 3.9569 3.2743 -3.4640 0.000
S -3.2896 -1.4788 -3.8546 0.000
O 5.0225 0.0791 1.0766 0.000
H 3.8328 4.2980 -3.8020 0.000
C -3.6567 4.4899 -4.8283 0.000
C -1.7727 -1.6096 1.3845 0.015
S 4.6387 -1.0282 1.9548 0.000
H 0.8304 2.6521 -5.1341 0.000
H -0.5956 -1.6354 3.2146 0.006
H 2.8131 1.2860 0.4363 0.001
O 1.2210 -6.7838 -0.7887 0.000
C -4.3366 0.2366 3.6631 0.000
H -5.2306 0.0491 0.1976 0.000
H 3.3525 4.0225 3.2954 0.000
O -1.2681 5.0856 -5.6913 0.000
H -2.9632 -8.8689 -0.0167 0.000
C -0.0326 -4.4655 -1.0097 -0.001
O -1.6649 -1.5094 0.0397 0.225
O 1.7475 2.2600 4.9019 0.000
C 3.1907 2.5007 4.8503 0.000
H 5.9036 -1.8491 -0.5224 0.000
H -1.5008 -9.0966 0.9091 0.000
C 2.3678 2.2306 0.8495 0.002
H 1.3606 4.3953 -5.4254 0.000
H -4.2640 -0.6597 3.0064 0.000
H 4.9560 3.2284 -3.1224 0.000
C -4.4499 -0.1569 -1.7464 0.000
O -3.6132 1.6829 1.9060 0.000
H 1.5341 2.0172 1.4980 0.000
H -3.4799 0.2863 -1.5588 0.000
H 0.8714 -4.2463 -1.6571 0.000
H -0.8408 1.7533 1.5721 0.001
S 1.5007 3.1452 -0.4168 0.001
H 1.1654 -0.5588 4.5288 0.001
H 2.2235 -0.8277 2.3045 0.000
H -0.4658 3.6197 1.5573 0.000
C -1.5924 -7.3296 -0.2879 0.000
C 1.3863 -0.2657 5.5512 0.000
O -3.1487 4.9980 -7.3166 0.000
C 2.9231 2.6361 -2.5558 0.000
O -0.3843 1.5624 5.5739 0.000
H -2.3401 1.0948 3.5374 0.000
C -3.3797 1.3651 3.3403 0.000
C -5.1399 -0.7705 -0.5518 0.001
H 0.1958 3.9680 -4.1428 0.000
C -1.8046 -1.7585 -3.0675 0.006
H -4.5426 -1.5175 -0.0603 0.000
O 1.0872 4.4020 0.1283 0.000
H 2.8876 -2.5300 2.3664 0.000
H 4.6810 3.6912 4.2520 0.000